# C5H13O

A 2-piece molecular cluster, C5H13O overall in a non-equilibrium geometry (ωB97M-V/def2-TZVPD, the Open Molecules 2025 dataset).

As for the orbital gap: 0.396 hartree. As for the max |F|: 0.0901 Eh/bohr. The calculated total energy comes out at -7433.056 eV. The LUMO energy is -4.8 eV. As for the highest occupied orbital energy: -15.538 eV. The charge is +1. The value obtained for the relative energy (zero: lowest compared OMol25 entry of this formula, charge and spin) is 37.9 kcal per mole.

Last column: Löwdin charge in e.
Atoms and positions in Å:
C1 -0.70908 -0.28060 2.34864  -0.08
C2 1.65100 -0.80731 -1.21731  -0.04
C3 -0.88417 1.25205 -1.18500  -0.06
C4 -1.23154 -0.51546 0.95477  0.13
C5 1.23478 0.42751 -0.44120  -0.20
O1 -0.15924 0.66746 -0.13445  -0.25
H1 -1.14155 0.70459 2.76690  0.13
H2 0.30734 -0.09274 2.46026  0.05
H3 -1.02668 -1.09690 3.03607  0.12
H4 1.50634 -1.66042 -0.63430  0.05
H5 2.74699 -0.68808 -1.56086  0.13
H6 1.11252 -0.71983 -2.22894  0.11
H7 -0.38682 2.07899 -1.75827  0.14
H8 -1.00206 0.48324 -1.86954  0.08
H9 -1.86532 1.65204 -1.00783  0.11
H10 -0.87583 -1.48218 0.53482  0.12
H11 -2.30651 -0.07288 0.71392  0.17
H12 1.74377 0.37867 0.58598  0.15
H13 1.34148 1.42741 -0.89879  0.14